[1]
Below is a 5-piece molecular cluster, C16H31NO6S4 overall at a distorted geometry, with properties calculated with ωB97M-V/def2-TZVPD.

Each line ends with the Löwdin charge.
Atoms and positions in Å:
H (-4.618820, 0.473899, -1.199421)  0.047
H (-1.781220, -3.011673, -3.342198)  0.054
H (-4.271940, -4.875986, -3.264350)  0.047
C (-1.717308, -3.927140, -3.936419)  -0.257
C (1.869117, 3.012048, -2.661523)  -0.118
C (-3.570610, 0.356118, -0.911316)  -0.276
C (2.314391, 0.555938, -2.536897)  -0.199
H (2.520568, 4.002160, -4.537265)  0.058
C (-0.507759, 1.368313, 6.554862)  -0.279
H (-0.772073, -3.935859, -4.476881)  0.059
O (-3.028376, -5.304323, -5.803445)  -0.606
C (-4.504377, 0.223572, 1.591128)  -0.300
H (5.170852, 0.582310, 1.589634)  0.045
H (-2.929794, 0.815963, -1.664723)  0.052
H (1.342458, 1.710492, -0.890429)  0.089
H (0.030897, 4.152020, 6.860851)  0.045
C (-4.386831, -4.004508, -3.911553)  -0.291
C (0.823146, 3.676830, 6.280103)  -0.278
O (-3.793116, 2.571431, 0.548996)  -0.587
H (-0.965514, 0.481990, 6.116877)  0.049
H (-4.523252, 0.595322, 2.616241)  0.032
H (3.207725, -1.296123, -1.609980)  0.074
H (-1.773528, -4.803762, -3.287832)  0.052
S (2.996111, 0.573092, 2.569511)  0.785
O (-0.613281, -0.507000, -1.843669)  -0.181
C (2.196402, -0.813010, -1.752353)  -0.329
H (0.316767, 1.068536, 7.204075)  0.052
H (-4.222368, -0.830192, 1.593102)  0.046
H (1.563568, 3.231049, 6.946429)  0.051
C (0.102896, -0.875464, -2.844815)  -0.846
H (-5.491300, 0.349075, 1.141184)  0.043
C (1.790694, 1.757870, -1.906227)  -0.040
H (-4.362093, -3.088941, -3.319206)  0.048
H (2.452626, -1.739442, 2.945336)  0.059
C (2.408386, -0.827280, 3.543474)  -0.281
H (-5.338124, -4.068283, -4.440951)  0.034
C (4.631467, -0.116551, 2.228144)  -0.278
H (4.532863, -1.074891, 1.715192)  0.055
C (2.971925, 1.796132, -4.591014)  -0.125
H (3.296284, -0.403119, -4.353338)  0.091
H (1.471828, 3.925100, -2.157446)  0.070
S (0.109775, 2.407387, 5.215663)  0.827
H (-1.257158, 1.918048, 7.126528)  0.045
C (2.452869, 3.030669, -3.998397)  -0.155
C (2.912179, 0.516789, -3.867103)  -0.046
N (1.293371, -1.663603, -2.572708)  -0.089
O (1.236998, 1.682171, 4.574161)  -0.577
H (-3.317587, -0.700695, -0.825585)  0.050
O (2.242011, 0.572357, 1.294567)  -0.509
H (3.443721, 1.782327, -5.605707)  0.065
S (-3.057214, -3.964393, -5.130705)  0.803
H (1.746355, -0.637832, -0.707776)  0.069
O (-0.250012, -0.502614, -4.054770)  -0.212
H (3.023971, -0.932384, 4.439327)  0.044
S (-3.277671, 1.171553, 0.662474)  0.809
H (5.175357, -0.245207, 3.166665)  0.038
H (1.305094, 4.421839, 5.648238)  0.049
H (1.378654, -0.632125, 3.833239)  0.027

Forces on atoms 1 to 2 (eV/Å):
-0.1 0.1 0.2
0.2 0.1 -0.2

For the energy above the lowest of the compared OMol25 structures with the same formula, charge and spin, the calculation gives 1.710 eV. The frontier orbital gap comes out at 1.3 eV. Its molar mass is 461.693 g mol⁻¹. Its spin multiplicity is 1. As for the total charge: -2. For the HOMO energy, the calculation gives 1.88 eV.

[2]
Below is C72H60AsCuF6N12O24 as an isolated structure at a distorted geometry, with properties calculated with ωB97M-V/def2-TZVPD.

Each line ends with the Löwdin charge.
Atoms and positions in Å:
C (-0.720966, 3.948542, -5.009105)  -0.010
C (4.338781, -1.498375, 4.328762)  -0.105
C (-0.406332, -5.110341, -1.870554)  0.008
C (-5.522740, 1.355348, 2.105538)  -0.048
C (6.621352, 0.367753, -5.235997)  0.013
O (2.139840, -5.998391, -2.230890)  0.073
H (0.100252, -4.622475, -1.050955)  0.082
H (-7.413586, -3.139705, -1.763541)  0.109
O (-3.198867, 3.682309, 4.107647)  0.074
C (-1.093143, -5.383979, 1.388195)  -0.098
H (0.649245, 3.182363, 1.167361)  0.098
C (0.457965, 3.577310, 2.154192)  -0.048
C (1.473495, 2.257002, -5.258700)  -0.080
H (-1.527686, 4.630962, -4.785728)  0.109
C (-0.815725, 3.423237, 2.796146)  0.037
N (-9.008225, 1.021864, 3.435297)  -0.320
O (-1.878884, -2.288192, 5.547133)  0.041
H (0.673431, 5.574713, -4.972988)  0.102
C (-7.450195, -0.556486, 2.579353)  -0.067
H (-4.755420, 2.056989, 1.813462)  0.097
N (-6.005536, 5.140114, 1.900877)  -0.369
N (5.288464, -4.271515, -1.780540)  -0.271
C (-4.794845, 4.621250, -2.143662)  -0.045
C (0.929261, -4.047907, 1.450609)  0.001
H (6.450599, -8.329450, 0.062833)  0.109
H (-6.913908, 1.036212, -1.795325)  0.123
O (1.588221, -8.055701, -2.797036)  0.047
As (-0.067868, 0.073141, -1.286360)  1.024
O (-9.027005, 2.148662, 3.937001)  0.059
C (0.043724, -1.009330, 5.695381)  -0.145
C (1.258342, 8.095591, 3.014202)  -0.110
O (4.055979, -0.393024, -5.417650)  0.091
C (0.776245, 0.141320, 3.612693)  -0.026
C (-6.684722, 1.656057, 2.769404)  0.008
H (-3.590376, -4.887292, -3.116302)  0.079
C (0.189553, 1.746532, -5.244689)  -0.001
C (-5.283616, 0.003066, 1.771694)  -0.038
N (4.507606, -0.295512, 0.852575)  -0.320
H (3.630198, -2.009958, 4.963268)  0.129
H (8.588587, -0.193147, -1.998761)  0.113
Cu (2.777360, -1.880954, -1.477583)  0.496
F (-0.814466, 1.782741, -1.293691)  -0.307
N (3.225808, -5.112206, 1.408310)  -0.306
O (3.940175, -6.088927, 1.376552)  0.080
O (-0.531139, 6.395503, -1.211672)  0.078
N (-8.518085, -1.057481, -0.881793)  -0.340
H (8.583440, 1.218619, -5.922153)  0.104
H (-1.547271, 3.079488, 2.079846)  0.111
H (-4.365687, -0.171393, 1.230057)  0.097
F (1.607998, 0.426385, -0.632298)  -0.296
H (6.409223, 0.971751, 2.292833)  0.120
C (5.966162, -0.152173, -4.113736)  -0.132
C (5.957994, -8.525547, -2.022595)  -0.081
H (-2.779826, -6.862817, -4.459783)  0.116
N (4.563957, -0.463455, -4.318502)  -0.333
H (-0.770830, -7.478907, 1.497872)  0.112
H (-2.778215, 4.522163, -1.257408)  0.093
N (-2.279369, 4.219248, 4.641916)  -0.377
H (2.369336, 1.656565, -5.316605)  0.092
C (1.779377, 0.827675, 4.394324)  -0.044
F (-0.826961, -0.073855, 0.251039)  -0.258
N (1.332580, -6.850320, -2.496289)  -0.310
C (-1.706793, -4.611195, -2.083008)  -0.027
C (6.119379, -6.397661, -0.867333)  -0.026
N (0.557855, 6.837218, -0.913364)  -0.360
H (2.674383, 3.928923, -5.431166)  0.102
C (-4.208004, 4.791523, 0.236586)  -0.020
C (-6.124404, 4.962574, -1.920922)  -0.068
C (5.645279, -5.731856, -1.934691)  -0.144
C (-7.245895, -1.105414, -1.627952)  -0.141
H (-0.620004, -7.563611, -4.199653)  0.123
C (-6.528744, 5.029142, -0.566311)  0.029
C (3.968933, -1.312050, 3.056950)  -0.019
F (0.398209, -1.726695, -1.177876)  -0.314
C (6.182851, -7.830673, -0.856907)  -0.041
C (2.030157, 7.113272, 1.031125)  -0.008
O (3.728871, -4.008853, 1.440983)  0.047
H (2.780777, 0.911583, 6.313597)  0.106
C (-0.510974, -4.120727, 1.466852)  -0.031
H (1.735155, -7.296550, 1.227377)  0.122
O (-0.815525, -2.344547, 7.476195)  0.059
H (2.123176, 5.287121, 4.632925)  0.107
O (-2.521899, 0.814748, -5.216761)  0.076
H (2.430240, 4.331445, 2.197034)  0.099
C (-6.743894, -2.337627, -2.036603)  -0.007
H (6.365074, -5.874150, 0.044798)  0.116
C (-6.540526, 0.039802, -1.980136)  -0.027
O (-3.280107, 2.859740, -5.081470)  0.021
C (-0.028652, 8.260239, 2.508165)  -0.050
H (-1.812750, -3.623100, -1.660128)  0.102
H (-8.182603, -1.325282, 2.776659)  0.132
H (-2.134085, -5.580594, 1.178004)  0.118
C (-0.045956, -6.300370, -2.571995)  -0.120
H (4.876739, -8.357949, -3.933321)  0.108
C (2.269615, 7.515431, 2.353499)  -0.096
O (-7.198950, 5.184313, 2.110631)  0.073
F (-1.618849, -0.580795, -2.061804)  -0.306
C (-6.277334, -0.987310, 2.044931)  -0.054
C (8.621375, 0.757480, -3.897787)  -0.064
H (-6.920379, 2.697235, 2.933179)  0.106
H (7.119563, 0.295426, 4.640723)  0.115
C (-5.585620, 4.911040, 0.550588)  -0.124
H (-6.018833, -1.981618, 1.711868)  0.105
C (0.962123, -0.275917, 6.367787)  -0.050
H (6.134533, 0.407932, -6.199209)  0.114
C (-5.573682, -2.499525, -2.797416)  -0.048
H (-0.579102, -1.465847, 3.697682)  0.102
H (3.214206, -1.926590, 2.588836)  0.101
C (-0.327769, -6.504607, 1.353544)  -0.047
O (3.855220, -1.187038, 0.354934)  0.027
H (1.502368, 8.507680, 3.982204)  0.113
O (-9.184831, -2.066262, -0.845830)  0.075
C (-7.665092, 0.703319, 2.909085)  -0.170
C (0.568654, 4.510568, -5.124702)  -0.043
H (0.894075, -0.241991, 7.445103)  0.124
C (1.349692, 4.780452, 4.074874)  -0.091
O (1.496560, 7.002035, -1.659251)  0.078
C (-0.327078, 7.869058, 1.203983)  0.021
H (2.817599, 6.910893, 0.320230)  0.118
F (0.748465, 0.206322, -2.909093)  -0.269
H (-1.260167, 8.122700, 0.722927)  0.120
O (4.204795, -3.893673, -2.203561)  0.044
C (7.930857, 0.888194, -5.127571)  -0.039
C (-2.209011, -6.407223, -3.664178)  -0.074
O (-8.783326, -0.025543, -0.272263)  0.076
C (-0.924876, -6.809615, -3.489061)  -0.046
H (-4.078468, -1.442067, -3.752456)  0.101
H (-0.002114, 0.692793, -5.105825)  0.101
C (0.095956, 4.793140, 4.613917)  -0.035
C (6.250386, -0.090168, 4.128629)  -0.050
C (6.706037, -0.342523, -2.964232)  -0.004
C (1.106936, -6.418332, 1.205583)  -0.001
O (-10.015806, 0.391601, 3.178013)  0.088
C (5.247958, -6.458344, -3.096465)  0.009
H (-0.798801, 8.768746, 3.069149)  0.111
H (2.621059, 1.367550, 3.986270)  0.092
C (-3.838801, 4.586330, -1.063930)  -0.051
N (-2.337826, 2.020788, -5.153758)  -0.311
H (9.694069, 0.819456, -4.006846)  0.108
O (-5.208572, 5.289430, 2.818018)  0.063
H (4.666878, -5.904979, -3.819328)  0.110
H (1.410523, -3.092421, 1.598346)  0.097
H (6.119636, -0.688062, -2.125706)  0.103
C (8.023408, 0.045535, -2.887584)  -0.071
C (-0.926589, 4.068726, 4.055006)  -0.121
H (-7.598464, 5.080146, -0.426652)  0.107
O (-2.426272, 4.726004, 5.710479)  0.092
H (-5.228619, -3.446869, -3.184526)  0.082
H (0.828253, 0.040230, 2.538693)  0.091
C (1.682949, -5.210497, 1.326502)  -0.141
C (-0.978563, 2.589469, -5.174327)  -0.116
C (4.759018, -0.450566, 2.310500)  -0.101
C (1.647632, 3.625094, -5.290226)  -0.075
H (-6.888058, 5.046267, -2.680011)  0.105
H (-3.509010, 4.753259, 1.058991)  0.106
C (-0.023759, -0.786558, 4.327420)  -0.011
C (5.378510, -7.877843, -3.106209)  -0.049
H (5.845915, -9.598438, -1.970298)  0.109
H (0.163455, 5.118309, 5.641590)  0.125
C (0.750825, 7.268694, 0.501497)  -0.128
H (-4.487906, 4.542728, -3.176144)  0.089
C (-5.342880, -0.070273, -2.562249)  -0.064
C (5.406809, -0.914964, 4.846065)  -0.086
O (6.161451, -3.415560, -1.515353)  0.070
H (5.620528, -1.104417, 5.887612)  0.120
C (5.860612, 0.232226, 2.857220)  0.006
H (3.235318, 7.431990, 2.829792)  0.115
C (-2.619514, -5.319808, -2.924577)  -0.041
N (-1.043579, -1.811843, 6.364444)  -0.269
O (4.878811, 0.690202, 0.301324)  0.134
O (3.892575, -0.824996, -3.400307)  0.070
H (-4.848125, 0.823537, -2.912561)  0.109
C (1.533917, 4.239908, 2.792548)  -0.077
C (-4.918940, -1.300984, -3.089043)  -0.052
H (-1.072682, -3.200630, 1.532535)  0.108
C (1.899805, 0.552377, 5.802457)  -0.062

Forces on atoms 1 to 2 (eV/Å):
-0.3 0.7 -0.3
-2.8 -1.2 1.3

The frontier orbital gap comes out at 7.9 eV. Its molar mass is 1729.788 g mol⁻¹. Its spin multiplicity is 1. As for the total charge: 0. For the HOMO energy, the calculation gives -9.20 eV.

[3]
Below is a 3-piece molecular cluster, C21H34ClN3O8P overall at a distorted geometry, with properties calculated with ωB97M-V/def2-TZVPD.

Each line ends with the Löwdin charge.
Atoms and positions in Å:
C (5.286817, -2.549903, -0.121676)  -0.256
H (5.133173, 0.250750, -0.573045)  0.123
N (-4.480469, -1.679193, -1.714678)  0.160
O (-4.617558, 0.258367, -0.512118)  0.111
H (4.870389, -3.298688, 1.862720)  0.064
H (-0.651000, -1.362466, -4.968664)  0.134
C (-0.078390, 1.623322, -0.158285)  -0.143
N (1.428990, 0.298486, 1.223712)  -0.015
O (-2.548046, 7.294485, 1.242213)  0.077
H (4.614904, -4.492723, 0.621392)  0.070
C (-0.515402, -1.263377, 2.233396)  -0.279
H (0.681737, 1.676240, -0.932553)  0.110
O (-2.355684, -4.014516, -2.142176)  0.140
H (2.332289, 2.113676, 0.670414)  0.116
H (-0.530828, 3.746122, -0.143825)  0.079
H (6.272806, -4.059147, 1.135480)  0.070
H (-2.913499, -0.186607, 1.810419)  0.112
H (4.221736, -1.234998, 1.179994)  0.095
C (-1.936769, -3.590010, -3.176592)  -0.582
O (-1.874790, 5.233778, 1.740298)  0.022
C (-1.711208, -3.232325, -5.390826)  -0.093
H (3.228704, 1.474457, -1.298588)  0.120
C (-3.199527, 6.959922, 2.474622)  -0.101
C (-2.366357, 5.791836, 2.968506)  -0.106
C (0.183211, 0.522857, 0.815902)  -0.100
C (-0.272259, 2.968074, 0.568208)  -0.041
C (4.229216, -0.326422, -0.768246)  -0.206
H (-4.230403, 6.677302, 2.258736)  0.136
H (-0.812390, -3.602341, 1.425930)  0.067
H (3.199400, -2.052723, -0.001539)  0.114
C (-0.692942, -2.396590, -4.639496)  -0.102
O (-1.392917, 6.098429, -0.277871)  0.162
C (2.561012, 1.054323, 0.659139)  -0.087
H (-2.479574, 0.939952, 0.526296)  0.110
Cl (-0.819236, -2.894583, 4.709442)  0.301
P (-1.801996, -2.390318, 2.980170)  0.610
H (-2.940532, 5.050109, 3.516848)  0.132
C (-2.723828, -1.109821, -0.111920)  -0.098
H (-3.789679, -2.421660, -1.761779)  0.046
C (2.992882, 0.566120, -0.740161)  -0.169
O (-2.155699, -4.144215, -4.375064)  0.083
C (4.164691, -1.554678, 0.137244)  -0.253
H (-1.938877, -1.262674, -0.857312)  0.125
C (-0.873055, -0.274742, 1.328748)  -0.119
H (-2.566214, -2.647382, -5.730180)  0.139
H (-3.192818, 7.813688, 3.145442)  0.136
H (5.123551, -3.011066, -1.096212)  0.108
C (5.276547, -3.683720, 0.924280)  -0.102
C (-2.301397, -0.053358, 0.919295)  -0.146
H (4.320106, -0.691110, -1.795252)  0.119
H (-5.357912, -2.101661, -1.428048)  0.118
C (-4.038348, -0.751528, -0.772599)  -0.524
H (3.394299, 0.909363, 1.341072)  0.132
H (-1.292567, -3.780253, -6.229250)  0.138
H (-1.121653, 2.881718, 1.244428)  0.077
H (0.307600, -2.829312, -4.670290)  0.134
H (6.256927, -2.057225, -0.094110)  0.111
C (0.835048, -1.359600, 2.605677)  -0.116
H (-2.858824, -2.073260, 0.382541)  0.105
O (-1.549662, -3.698210, 2.041438)  -0.325
N (1.789619, -0.610896, 2.129954)  0.162
O (-1.182413, -2.470569, -3.288780)  0.038
C (-1.893363, 6.209758, 0.794110)  -0.570
H (0.586089, 3.252132, 1.172212)  0.082
H (-1.516020, 6.111602, 3.572327)  0.134
H (-1.013950, 1.419594, -0.671818)  0.118
H (1.139991, -2.085908, 3.344916)  0.079
H (2.156304, 0.103288, -1.264556)  0.112

Forces on atoms 1 to 2 (eV/Å):
-0.3 -0.7 0.4
0.0 0.1 0.1

The frontier orbital gap comes out at 8.1 eV. Its molar mass is 522.943 g mol⁻¹. Its spin multiplicity is 1. As for the total charge: +1. For the HOMO energy, the calculation gives -12.45 eV.

[4]
Below is a 2-piece molecular cluster, C3H7NO overall at a distorted geometry, with properties calculated with ωB97M-V/def2-TZVPD.

Each line ends with the Löwdin charge.
Atoms and positions in Å:
O (-5.272452, 2.260154, -0.888137)  0.007
N (2.602782, -1.571175, 0.275548)  0.053
H (2.135547, -1.137469, 1.041458)  -0.006
C (-4.188796, 1.913170, -0.405909)  -0.380
H (4.628316, -1.294698, -0.284808)  0.079
H (-2.182697, 1.061572, -0.551088)  0.037
C (4.022806, -1.597152, 0.597280)  -0.228
H (4.225969, -0.836086, 1.362049)  0.062
C (-3.171724, 1.057940, -0.953378)  0.131
H (-3.370647, 0.405166, -1.789432)  0.054
H (4.427443, -2.540025, 1.010104)  0.088
H (-3.856546, 2.278603, 0.586313)  0.101

Forces on atoms 1 to 2 (eV/Å):
1.0 -0.7 0.2
1.6 -0.9 -0.9

For the energy above the lowest of the compared OMol25 structures with the same formula, charge and spin, the calculation gives 8.747 eV. The frontier orbital gap comes out at 2.0 eV. Its molar mass is 73.095 g mol⁻¹. Its spin multiplicity is 1. As for the total charge: 0. For the HOMO energy, the calculation gives -6.71 eV.

Q: The highest HOMO energy belongs to which entry?
A: C16H31NO6S4